Entry 1:
{"formula": "C21H21NO5", "method": "ωB97M-V/def2-TZVPD", "symbols": ["C", "O", "C", "C", "C", "C", "C", "C", "C", "O", "N", "C", "C", "C", "C", "O", "C", "C", "C", "C", "C", "C", "O", "C", "O", "C", "C", "H", "H", "H", "H", "H", "H", "H", "H", "H", "H", "H", "H", "H", "H", "H", "H", "H", "H", "H", "H", "H"], "coordinates": [[3.149648, -0.725297, -3.334155], [2.138183, 0.359166, -3.084552], [1.833518, 0.779787, -1.917174], [2.207375, 0.055438, -0.892025], [1.746325, 0.453223, 0.381903], [1.194199, 1.539466, 0.531866], [0.207073, 2.090512, 1.508757], [0.499528, 1.710779, 3.053260], [-0.017017, 0.425775, 3.226374], [0.765149, -0.593647, 3.437668], [-1.553002, -0.013832, 2.988787], [-2.342464, 0.884863, 2.544425], [-1.736319, -1.424554, 2.754733], [-1.594086, -1.967623, 1.314104], [-0.052955, -2.558627, 1.099971], [-0.108017, -2.940326, -0.141653], [-0.421633, -1.882228, -1.164826], [-0.205861, -2.389108, -2.467446], [-0.353368, -1.393856, -3.513274], [-1.196543, -0.256778, -3.098900], [-1.766818, -0.152385, -1.860817], [-1.395191, -0.900435, -0.932543], [-1.792020, -0.794016, 0.447522], [-0.447832, 3.365540, 1.049461], [-0.278246, 3.107024, -0.248775], [0.667949, 2.239260, -0.637651], [0.936983, 2.046997, -1.895115], [4.018189, -0.520592, -2.790544], [2.688763, -1.524167, -2.943709], [3.283002, -0.642615, -4.352034], [2.953502, -0.735651, -0.859907], [2.153587, -0.287747, 1.278392], [-0.140430, 2.519008, 3.662831], [1.338126, 1.708830, 3.302766], [-2.286830, 1.319274, 1.686295], [-1.995226, 1.783267, 3.144070], [-3.316377, 0.688895, 2.823233], [-1.303092, -1.919881, 3.349746], [-2.752915, -1.577396, 2.936811], [-2.335605, -2.674509, 1.055654], [-0.315586, -3.350277, 1.677751], [0.771882, -1.787660, 1.385112], [0.345463, -3.061142, -2.748451], [-0.241243, -1.732629, -4.445475], [-1.511030, 0.485970, -3.951420], [-2.253043, 0.892959, -1.612388], [-1.158845, 3.959942, 1.443307], [0.661946, 2.434970, -2.610504]], "forces_ev_per_a": [[-1.792, 4.237, 1.180], [1.946, -0.572, -4.852], [-2.346, 3.338, -1.773], [0.817, -0.885, 4.447], [7.305, -10.332, 1.693], [-9.125, 9.212, 0.638], [1.632, 3.823, 4.273], [-15.317, 4.951, -4.535], [-1.800, -10.126, 0.276], [-2.979, 4.320, -0.538], [10.677, -4.524, 2.613], [-2.779, 5.875, 4.194], [-6.124, 6.742, -8.755], [3.896, 3.512, 0.124], [-3.197, 5.433, 2.077], [0.846, 0.542, -6.776], [-0.619, -5.171, 0.103], [-3.995, 11.283, 1.859], [-4.188, 1.294, 6.685], [1.075, -0.878, -5.239], [-2.689, 8.531, -4.453], [3.399, -6.275, 9.315], [-0.013, -0.115, -1.635], [5.782, -10.312, 0.397], [-1.510, 4.139, -3.673], [-0.502, 0.994, 3.247], [8.115, -11.320, 11.179], [1.517, 0.453, 0.725], [-1.345, -3.596, 0.771], [0.308, -0.406, -2.103], [-0.516, 0.007, -0.701], [-1.484, 2.250, -2.052], [1.439, -1.738, -1.025], [13.274, 0.348, 3.621], [0.321, 1.476, -6.329], [-1.300, -0.078, -0.069], [-2.563, -0.251, 0.424], [6.600, -6.836, 8.146], [-2.031, -0.135, 0.737], [-0.509, -1.189, -0.216], [1.163, -2.895, 2.300], [-1.581, -1.703, -0.075], [5.560, -8.099, -1.901], [0.815, -0.423, -3.757], [0.735, -1.334, 1.925], [0.324, -2.465, -0.467], [-2.225, 1.996, 0.822], [-5.015, 6.903, -12.846]], "lowdin_charge": [0.050, -0.059, -0.288, -0.030, -0.070, -0.145, -0.020, -0.043, -0.228, -0.009, -0.072, -0.182, -0.083, -0.127, -0.175, -0.054, -0.052, 0.051, -0.006, -0.065, -0.086, -0.230, -0.024, 0.052, 0.008, -0.216, 0.180, 0.081, 0.043, 0.079, 0.126, 0.184, 0.184, -0.001, 0.021, 0.116, 0.095, 0.017, 0.120, 0.140, 0.097, 0.135, 0.019, 0.054, 0.139, 0.184, 0.087, 0.004], "charge": 0, "gap_ev": 8.1, "e_above_lowest_kj_mol": 1764.4, "multiplicity": 1, "fmax_ev_per_a": 17.86}



Entry 2:
{"formula": "C21H21NO7", "method": "ωB97M-V/def2-TZVPD", "symbols": ["C", "C", "O", "C", "O", "C", "C", "C", "N", "C", "C", "O", "C", "O", "C", "O", "C", "C", "C", "C", "C", "C", "C", "C", "O", "C", "O", "C", "C", "H", "H", "H", "H", "H", "H", "H", "H", "H", "H", "H", "H", "H", "H", "H", "H", "H", "H", "H", "H", "H"], "coordinates": [[1.576710, 4.621256, 1.365043], [0.891847, 3.748328, 0.322143], [1.382022, 2.411314, 0.353269], [2.521495, 2.169237, -0.320272], [3.103642, 3.027855, -0.946618], [2.946068, 0.774269, -0.230232], [3.986164, 0.226005, -0.988423], [4.868708, 0.846153, -2.005088], [4.085863, -1.063614, -0.653793], [3.133205, -1.408445, 0.280088], [3.124891, -2.803616, 0.676555], [4.094402, -3.514087, 0.483658], [1.877964, -3.390497, 1.333369], [0.655520, -2.845630, 0.866749], [0.511832, -2.781646, -0.471329], [1.366650, -3.155962, -1.240405], [-0.768016, -2.202852, -0.886689], [-1.716736, -1.811589, -0.023725], [-3.001046, -1.224149, -0.342233], [-3.388769, -0.919639, -1.648765], [-4.624711, -0.359880, -1.943004], [-5.472079, -0.111414, -0.887849], [-5.099139, -0.407033, 0.427450], [-3.881052, -0.955460, 0.724696], [-6.118328, -0.060964, 1.272882], [-7.144830, 0.455280, 0.453746], [-6.725969, 0.422820, -0.895347], [2.407342, -0.262254, 0.580101], [1.343210, -0.087606, 1.603443], [1.454237, 4.191828, 2.356746], [2.637770, 4.698543, 1.141212], [1.140660, 5.616089, 1.352046], [1.052991, 4.163894, -0.678301], [-0.178734, 3.662289, 0.521820], [4.776684, 0.321684, -2.955726], [4.594735, 1.887904, -2.137363], [5.909278, 0.790038, -1.686520], [4.721881, -1.748301, -1.035689], [1.898342, -3.204170, 2.410668], [1.901989, -4.472225, 1.155706], [-0.876362, -2.119733, -1.956886], [-1.522723, -1.949114, 1.032118], [-2.710418, -1.119228, -2.461571], [-4.914736, -0.127781, -2.953799], [-3.607663, -1.178644, 1.742702], [-8.054535, -0.154756, 0.571003], [-7.364338, 1.494347, 0.745706], [0.372686, 0.023459, 1.121098], [1.302166, -0.932534, 2.282618], [1.529254, 0.820213, 2.173016]], "forces_ev_per_a": [[-0.053, -0.344, -0.230], [-0.022, 0.602, -0.081], [0.023, -0.325, 0.082], [0.184, 0.118, -0.205], [-0.092, 0.094, 0.068], [0.236, -0.265, -0.152], [-0.182, 0.327, 0.104], [0.062, 0.055, -0.096], [-0.015, -0.098, -0.037], [-0.037, 0.665, 0.099], [-0.093, -0.240, 0.246], [-0.162, 0.050, 0.048], [0.329, -0.431, -0.063], [-0.165, 0.114, 0.125], [0.148, -0.129, -0.243], [-0.215, -0.089, 0.113], [-0.369, 0.172, 0.231], [0.672, -0.315, -0.183], [-0.571, 0.275, -0.245], [0.178, -0.099, 0.263], [-0.364, 0.135, 0.115], [0.386, -0.227, 0.571], [-0.115, 0.120, -0.666], [-0.146, 0.063, -0.090], [0.442, -0.194, 0.126], [-1.130, 0.425, 0.429], [0.289, -0.071, -0.408], [0.282, -0.448, -0.065], [-0.104, -0.051, 0.138], [-0.024, 0.009, 0.105], [0.060, 0.049, 0.008], [-0.041, 0.127, 0.028], [-0.124, -0.087, 0.159], [0.125, -0.007, -0.061], [0.025, -0.016, -0.080], [0.062, -0.048, -0.036], [0.083, 0.022, -0.013], [-0.020, 0.084, 0.012], [0.001, 0.002, -0.114], [0.061, 0.212, 0.042], [-0.016, 0.009, -0.081], [0.074, -0.019, 0.079], [0.084, -0.020, -0.107], [-0.026, 0.028, -0.142], [0.065, -0.041, 0.153], [0.263, 0.075, -0.058], [0.136, -0.227, -0.091], [-0.090, 0.016, 0.076], [-0.044, -0.018, 0.066], [-0.051, -0.041, 0.062]], "lowdin_charge": [-0.061, -0.216, -0.021, -0.428, 0.093, -0.030, -0.211, 0.003, 0.159, -0.144, -0.335, 0.089, -0.071, -0.027, -0.483, 0.129, 0.028, -0.019, -0.212, -0.020, 0.020, -0.200, -0.194, 0.062, 0.039, -0.152, 0.043, -0.122, -0.013, 0.076, 0.075, 0.076, 0.121, 0.123, 0.088, 0.069, 0.089, 0.174, 0.141, 0.145, 0.115, 0.120, 0.108, 0.121, 0.128, 0.141, 0.141, 0.083, 0.074, 0.087], "charge": 0, "gap_ev": 8.1, "e_above_lowest_kj_mol": 8.5, "multiplicity": 1, "fmax_ev_per_a": 1.28}



Entry 3:
{"formula": "C21H21O6", "method": "ωB97M-V/def2-TZVPD", "symbols": ["C", "O", "C", "C", "C", "C", "C", "C", "C", "O", "O", "C", "C", "C", "O", "C", "O", "C", "C", "H", "H", "H", "H", "H", "H", "H", "H", "H", "H", "H", "H", "H", "H", "C", "C", "C", "C", "C", "C", "O", "C", "H", "H", "H", "H", "H", "H", "H"], "coordinates": [[-6.051138, -3.173203, 0.997649], [-5.608224, -1.852808, 1.381280], [-4.367469, -1.383593, 1.052905], [-4.062978, -0.045580, 1.414984], [-2.832185, 0.508844, 1.138649], [-1.791388, -0.270260, 0.606572], [-0.406366, 0.215392, 0.714877], [0.622771, -0.704848, 0.919659], [1.979942, -0.121042, 0.967280], [2.222584, 1.053189, 0.856799], [2.976921, -1.001827, 1.281191], [2.633921, -2.408921, 1.216644], [2.381616, -2.852340, -0.210911], [3.811599, -3.160395, 1.831053], [1.490732, -2.649913, 2.058496], [0.402686, -1.837729, 1.847791], [-0.583498, -2.017190, 2.506938], [-2.106585, -1.583326, 0.189733], [-3.361935, -2.140224, 0.398156], [-7.072186, -3.230942, 1.372740], [-6.050838, -3.295453, -0.089715], [-5.441599, -3.950005, 1.468591], [-4.829358, 0.519673, 1.933316], [-2.591835, 1.518597, 1.464035], [-0.087836, 1.218710, 0.835244], [1.516294, -2.353699, -0.657512], [3.275812, -2.639476, -0.805126], [2.206996, -3.932405, -0.205904], [3.961057, -2.855842, 2.868732], [3.615616, -4.232622, 1.796167], [4.712865, -2.941002, 1.257022], [-1.331068, -2.248442, -0.197545], [-3.572334, -3.173229, 0.103742], [2.062963, 5.988238, -1.830588], [1.720160, 4.530332, -1.985148], [2.298697, 3.875417, -3.085544], [2.104348, 2.506974, -3.333775], [1.339700, 1.748354, -2.463433], [0.645277, 2.397156, -1.385370], [-0.216861, 1.673327, -0.761355], [0.926815, 3.795958, -1.109835], [1.475425, 6.477885, -1.049194], [3.136170, 6.077224, -1.606833], [1.903370, 6.491823, -2.794785], [2.921167, 4.475788, -3.763857], [2.557932, 2.024096, -4.199354], [1.088405, 0.706000, -2.657298], [0.373854, 4.253316, -0.287158]], "forces_ev_per_a": [[0.523, 0.877, 0.206], [-0.218, -0.275, -0.129], [1.200, 0.193, -0.391], [-0.864, -0.860, -0.221], [0.665, -0.337, 0.253], [-0.139, -0.032, 0.002], [0.359, -2.070, 0.863], [0.092, 0.014, 0.696], [-0.923, 0.298, 0.477], [0.414, -0.406, -0.054], [0.247, -0.913, -0.221], [-0.050, 0.684, 0.532], [0.009, -0.175, -0.218], [-0.303, 0.216, -0.037], [0.553, -0.011, -0.321], [0.319, 0.561, -0.967], [-0.224, -0.634, 0.433], [0.194, 0.233, 0.344], [-0.936, 0.310, 0.304], [0.094, -0.056, -0.058], [0.079, 0.031, 0.073], [0.013, 0.073, -0.069], [0.014, 0.030, -0.094], [-0.146, -0.124, -0.124], [-0.703, 0.598, 0.778], [0.252, -0.059, 0.108], [-0.168, -0.020, 0.029], [0.008, 0.100, -0.055], [-0.072, 0.029, -0.130], [-0.012, 0.041, 0.017], [-0.058, 0.002, 0.033], [-0.134, 0.436, -0.046], [0.178, 0.390, 0.078], [0.046, -0.031, -0.058], [0.196, -0.953, -0.277], [0.315, 0.129, -0.468], [0.020, 0.123, 0.546], [-0.172, 1.113, -0.199], [0.590, -0.579, -0.712], [-0.667, 1.670, -1.061], [-0.557, -0.872, -0.450], [0.112, -0.004, -0.093], [-0.280, 0.128, 0.123], [-0.054, 0.058, 0.312], [-0.229, -0.307, 0.189], [0.012, 0.205, 0.076], [0.155, 0.193, 0.100], [0.249, -0.015, -0.118]], "lowdin_charge": [-0.070, -0.104, -0.258, -0.007, -0.007, -0.172, 0.048, -0.066, -0.427, 0.129, 0.068, -0.532, 0.011, 0.007, 0.066, -0.441, 0.108, -0.019, -0.010, 0.084, 0.089, 0.089, 0.109, 0.125, 0.097, 0.087, 0.099, 0.093, 0.093, 0.087, 0.091, 0.122, 0.102, -0.084, -0.330, -0.130, -0.132, -0.053, -0.404, -0.142, 0.012, 0.065, 0.074, 0.069, 0.087, 0.083, 0.096, 0.100], "charge": -1, "gap_ev": 5.8, "multiplicity": 1, "fmax_ev_per_a": 2.27}